Entry 1:
{"formula": "C6H28BCuN12O6", "method": "ωB97M-V/def2-TZVPD", "total_charge": 1, "homo_ev": [-10.583, -10.583], "spin_multiplicity": 2, "homo_lumo_gap_ev": [8.106, 4.782], "de_lowest_kcal_mol": 157.7, "lumo_ev": [-2.478, -5.800], "symbols": ["H", "B", "H", "H", "H", "H", "O", "H", "H", "N", "N", "H", "H", "N", "C", "O", "O", "N", "H", "C", "H", "H", "H", "N", "H", "N", "H", "H", "H", "N", "H", "H", "N", "N", "O", "H", "N", "C", "C", "O", "H", "O", "H", "H", "N", "C", "C", "H", "N", "H", "H", "H", "H", "Cu"], "positions_angstrom": [[-0.7517, 3.0507, 2.6835], [-0.3797, -0.3502, -0.6443], [4.2900, 0.8954, -1.6627], [-2.4825, 3.9459, -3.4963], [-2.8072, 0.2956, -0.8873], [0.7352, 4.0904, 3.0449], [2.4290, 1.2634, -0.1053], [0.1784, -3.8859, 2.8258], [2.2558, -2.9800, -2.1199], [0.2327, 3.2702, 2.7369], [-0.7070, -3.4361, 2.6418], [1.2375, 3.1354, -0.8723], [1.2495, -4.8434, 0.3583], [1.6243, -3.9259, 0.5525], [2.0022, -3.1375, -0.4257], [0.8821, 1.2023, 2.5753], [2.1831, -1.9693, -0.3552], [2.1385, -3.7754, -1.5086], [2.6389, 3.6534, -1.8896], [-3.9037, -1.4142, -0.6770], [-0.2759, 0.7378, -2.5564], [-2.7297, -2.8886, -0.0142], [-2.0154, -1.3862, -0.4628], [-1.8760, -1.6987, 2.8279], [-0.4583, 0.3463, 0.1761], [-1.6147, 3.4295, -3.4748], [-1.5366, -4.0025, 2.7469], [1.6900, -3.6492, 1.5217], [-4.4796, 0.5302, -0.7948], [-2.8081, -2.0104, -0.5069], [0.3670, 2.1955, -3.1867], [1.5267, -4.5635, -1.6656], [2.1210, 2.9844, -1.3379], [-0.4494, 1.6376, -2.9810], [-4.9760, -1.8881, -0.8022], [2.7635, 2.1330, 3.9509], [2.0148, 2.7465, 3.6623], [1.0091, 2.3064, 2.9563], [-0.6592, -2.1498, 2.6725], [0.3257, -1.4898, 2.4458], [-0.2281, -1.3173, -0.1906], [-2.6985, 1.5706, -3.1215], [-1.9843, -0.7155, 2.6236], [-1.2207, -0.2578, -1.3139], [-3.7080, -0.1113, -0.6797], [2.8104, 2.0266, -0.9884], [-1.6545, 2.1379, -3.2265], [1.9065, 3.4824, 4.3456], [3.7007, 1.6887, -1.8713], [3.5808, 2.1226, -2.7754], [-2.6656, -2.3260, 2.8833], [0.5339, -0.1974, -1.1976], [-0.7027, 3.8387, -3.3306], [1.3455, -0.3473, 0.8918]], "nbo_charge": [0.4225, -0.9460, 0.4235, 0.4183, 0.3974, 0.4014, -0.7921, 0.3871, 0.4142, -0.7984, -0.7949, 0.4347, 0.3975, -0.8111, 0.7849, -0.7241, -0.7369, -0.7843, 0.4007, 0.7412, 0.4402, 0.3773, 0.4185, -0.7828, -0.0069, -0.8308, 0.4090, 0.3980, 0.3997, -0.8466, 0.3616, 0.4069, -0.7789, -0.8614, -0.6593, 0.4040, -0.8256, 0.7736, 0.7984, -0.7654, -0.0175, -0.6530, 0.4189, 0.0438, -0.8527, 0.7778, 0.7562, 0.3922, -0.8011, 0.4026, 0.4077, 0.0072, 0.3638, 1.6891]}

---

Entry 2:
{"formula": "C6H28FeO17", "method": "ωB97M-V/def2-TZVPD", "total_charge": 0, "homo_ev": [-9.337, -9.273], "spin_multiplicity": 5, "homo_lumo_gap_ev": [4.938, 4.806], "lumo_ev": [-4.399, -4.467], "symbols": ["H", "C", "C", "Fe", "O", "O", "O", "C", "H", "H", "O", "H", "H", "C", "O", "O", "H", "O", "H", "H", "C", "H", "H", "H", "H", "H", "C", "O", "O", "H", "H", "H", "O", "O", "H", "O", "O", "H", "H", "H", "O", "H", "H", "O", "H", "H", "O", "H", "O", "H", "H", "H"], "positions_angstrom": [[2.8450, -13.8963, 21.0943], [7.3673, -17.8641, 19.2126], [6.3966, -16.2204, 20.7221], [5.5003, -13.7892, 21.9069], [6.0028, -16.6155, 14.4723], [8.8676, -20.6717, 21.2599], [4.7613, -19.9039, 20.4269], [7.4676, -16.7940, 18.1186], [3.6730, -12.1685, 18.1525], [7.0850, -12.1710, 18.1330], [7.7327, -19.1129, 19.0770], [10.8508, -19.8442, 17.9721], [3.0096, -15.0494, 22.0614], [6.9767, -15.5547, 18.2853], [5.9916, -15.7757, 21.8187], [9.8846, -14.2108, 18.3260], [4.2954, -15.2154, 16.8267], [10.7746, -18.8958, 18.0762], [5.4899, -17.2658, 14.9521], [8.9291, -17.4555, 15.2826], [6.3888, -15.1111, 19.5822], [8.6463, -19.9249, 20.7035], [5.9672, -19.0187, 16.7603], [5.3710, -17.3278, 24.6304], [9.0318, -14.5840, 18.1033], [6.3490, -17.2603, 23.4768], [6.9155, -17.5222, 20.4307], [9.2228, -17.4793, 14.3719], [7.9617, -17.0532, 16.9602], [5.2842, -19.1126, 20.2975], [4.8223, -13.0797, 18.5278], [9.8846, -18.6934, 17.7880], [5.8899, -14.0054, 19.8478], [3.5082, -14.4513, 21.5046], [7.8445, -10.9912, 17.5644], [3.6151, -15.6222, 16.2901], [4.2749, -12.8172, 17.7877], [7.0178, -14.9032, 17.4249], [9.4751, -20.3161, 21.9084], [4.5698, -20.2125, 19.5413], [5.2046, -18.9737, 16.1835], [6.7968, -18.1620, 21.2926], [3.7368, -16.5626, 16.4207], [6.7991, -21.6375, 17.9882], [6.4532, -16.1153, 15.1528], [4.4714, -19.2507, 16.7330], [6.2818, -17.5094, 24.3986], [9.7921, -18.2473, 14.3233], [7.3589, -11.7745, 17.3059], [5.8665, -21.4249, 18.0244], [7.2089, -21.0240, 18.5982], [9.7583, -13.8235, 19.1922]], "nbo_charge": [0.5181, 0.4025, 0.4298, 1.6125, -0.9345, -0.9458, -0.9268, 0.4723, 0.4587, 0.4524, -0.6303, 0.4683, 0.5219, -0.5084, -0.8159, -0.9200, 0.4666, -0.9481, 0.4736, 0.4847, 0.4160, 0.4811, 0.4869, 0.4588, 0.4693, 0.4724, -0.4896, -0.9439, -0.6044, 0.4663, 0.4662, 0.4789, -0.8252, -0.9794, 0.4658, -0.9278, -0.9315, 0.2518, 0.4600, 0.4580, -0.9425, 0.2418, 0.4616, -0.9342, 0.4584, 0.4597, -0.9318, 0.4578, -0.9171, 0.4440, 0.4916, 0.4494]}

---

Entry 3:
{"formula": "C6H28N2O6", "method": "ωB97M-V/def2-TZVPD", "total_charge": 0, "homo_ev": -9.299, "smiles": "CN[C@H](C)CN(C)C.O.O.O.O.O.O", "homo_lumo_gap_ev": 9.478, "de_lowest_kcal_mol": 24.5, "lumo_ev": 0.180, "symbols": ["C", "H", "H", "O", "O", "H", "C", "H", "N", "O", "H", "H", "H", "H", "H", "H", "H", "C", "H", "O", "H", "C", "H", "C", "H", "H", "H", "O", "H", "H", "H", "H", "H", "H", "H", "H", "H", "C", "H", "N", "O", "H"], "positions_angstrom": [[0.3416, 2.1146, 0.0400], [1.8218, 0.7739, -3.9300], [0.0808, 3.1544, 0.2607], [2.7624, -0.3154, -1.0231], [-1.0912, 1.9237, 3.0905], [-2.5734, 1.2835, -1.3664], [1.5650, -0.3879, 2.5268], [-0.2531, -0.7118, -3.3244], [-0.8910, 1.3403, -0.1010], [1.5112, -2.7267, -1.7697], [-2.0711, -2.0824, 0.8212], [0.0459, -2.1223, -2.7357], [1.1306, -0.8306, 3.4352], [3.6219, 0.0175, -0.7696], [2.3376, -2.4155, -2.1405], [-0.8719, 2.0021, 2.1574], [2.1856, -0.3041, -0.2146], [-0.3299, -0.8446, 1.0159], [-0.7791, -0.2738, 1.8310], [-3.3506, 1.0632, 1.7224], [-0.6650, -2.8298, 0.1355], [-1.6608, 1.8579, -1.2282], [1.4440, -2.2093, -0.9733], [-0.9953, -2.2173, 0.9776], [0.9351, 1.7395, 0.8709], [-1.4685, -0.5310, -0.7893], [2.6519, -0.4407, 2.6226], [1.2719, 0.7710, -3.1416], [-1.9525, 2.8925, -1.0324], [0.9554, 2.1063, -0.8659], [-1.1144, 1.8128, -2.1825], [-2.6867, 1.1302, 1.0200], [-3.6090, 0.1242, 1.7628], [-2.0520, 1.7537, 3.1060], [1.2776, 0.6592, 2.5860], [1.8399, 0.4248, -2.4125], [0.2193, -0.2330, -1.0199], [-0.5902, -0.0990, -0.3108], [1.3578, -1.9990, 1.3524], [1.1389, -1.0125, 1.2755], [-0.6407, -1.5842, -3.1816], [-0.8497, -2.7745, 1.9026]], "nbo_charge": [-0.4379, 0.4750, 0.2077, -1.0146, -0.9719, 0.2025, -0.4165, 0.4831, -0.4857, -0.9418, 0.2141, 0.4900, 0.1856, 0.4860, 0.4870, 0.4686, 0.5142, -0.0910, 0.2254, -0.9670, 0.2164, -0.4255, 0.4737, -0.6216, 0.1938, 0.2228, 0.1956, -0.9917, 0.2027, 0.1968, 0.1956, 0.4917, 0.4726, 0.4976, 0.2102, 0.5026, 0.1849, -0.2381, 0.3679, -0.6777, -0.9951, 0.2120]}

---

Entry 4:
{"formula": "C6H28O8", "method": "ωB97M-V/def2-TZVPD", "total_charge": 0, "homo_ev": -9.830, "smiles": "CCO.CCO.CCO.O.O.O.O.O", "homo_lumo_gap_ev": 10.181, "de_lowest_kcal_mol": 40.0, "lumo_ev": 0.351, "symbols": ["H", "O", "H", "C", "H", "H", "O", "H", "C", "C", "H", "O", "O", "H", "O", "H", "H", "H", "H", "C", "C", "H", "C", "H", "H", "H", "H", "H", "O", "H", "H", "H", "H", "H", "O", "O", "H", "H", "H", "H", "H", "H"], "positions_angstrom": [[1.0479, -3.5590, -3.0634], [1.9116, 0.0861, 1.5043], [3.3925, 1.0546, -2.5835], [-4.1480, 0.4603, -1.2051], [1.6032, 1.8963, -0.9355], [-4.4356, -0.5642, -1.4355], [4.3507, 3.4393, -0.0353], [-1.3153, 1.6170, 3.4957], [0.6318, -2.0299, -1.6952], [-0.8025, -0.4855, 3.7862], [4.9497, 3.8204, -0.6837], [3.4935, 1.1677, -1.6308], [-0.4489, 1.1551, -3.2098], [0.9956, -0.0444, 1.8441], [-0.6355, -0.7091, 2.3810], [-0.4212, -2.3070, -1.6148], [3.9388, 2.6890, -0.4938], [-3.8498, 1.0089, -2.0943], [-2.6272, -0.3895, 1.5234], [1.4230, -3.2656, -2.0787], [-1.7300, 0.7224, 3.9585], [0.7653, -1.1703, -2.3555], [-3.0338, 0.4431, -0.1839], [1.1697, -4.0475, -1.3518], [-1.9144, 0.9140, 5.0162], [3.2601, -3.7314, -2.4774], [-1.2593, -1.2684, 4.3922], [2.2347, 0.8890, 1.9326], [-3.3861, -0.3861, 0.9325], [3.2491, 0.3098, -1.2540], [-4.9905, 0.9947, -0.7584], [-2.1059, 0.0923, -0.6489], [-0.7420, 2.0069, -3.5478], [-0.2582, 1.3071, -2.2596], [0.7505, 1.4763, -0.7589], [2.8202, -3.0189, -2.0024], [0.9375, 0.8657, -0.0213], [0.1529, -0.2030, 4.2336], [0.8672, -1.5895, -0.7174], [-0.2619, -1.6033, 2.3342], [-2.7104, 0.5111, 3.5255], [-2.8690, 1.4458, 0.2366]], "nbo_charge": [0.1643, -0.9774, 0.4922, -0.6252, 0.4918, 0.2132, -0.9627, 0.2128, -0.6362, -0.0814, 0.4653, -0.9757, -0.9795, 0.4912, -0.7445, 0.2158, 0.4879, 0.2169, 0.4773, -0.0670, -0.6313, 0.2272, -0.0587, 0.1517, 0.2187, 0.4690, 0.1815, 0.4809, -0.7470, 0.4990, 0.2039, 0.1608, 0.4611, 0.5003, -0.9900, -0.7262, 0.4948, 0.1657, 0.1986, 0.4886, 0.2182, 0.1540]}

---

Entry 5:
{"formula": "C6H29NO10", "method": "ωB97M-V/def2-TZVPD", "total_charge": 0, "homo_ev": -9.360, "smiles": "C=N/C=C/CCCO.O.O.O.O.O.O.O.O.O", "homo_lumo_gap_ev": 9.551, "de_lowest_kcal_mol": 81.0, "lumo_ev": 0.191, "symbols": ["H", "H", "H", "H", "O", "C", "O", "H", "H", "H", "H", "N", "O", "H", "H", "H", "O", "H", "C", "O", "O", "H", "O", "H", "H", "H", "O", "H", "H", "H", "O", "H", "C", "H", "H", "O", "H", "H", "C", "C", "H", "C", "H", "H", "H", "H"], "positions_angstrom": [[1.3703, 1.2722, 1.2073], [-2.9924, -0.6079, 0.6591], [-1.8726, -2.6598, 2.3130], [3.2190, 0.7850, -1.4182], [-0.9667, -2.3669, 2.5122], [0.1115, 0.0464, 0.1764], [3.1321, 1.7431, -1.3092], [-0.6589, 2.4783, 1.0665], [0.8506, -2.3679, -3.0252], [1.4081, -1.6111, -1.8118], [2.7349, -1.4547, 0.0649], [1.9434, -0.7736, 1.5317], [2.9398, -1.8971, -0.7879], [-0.7280, 3.2120, -2.4234], [-0.1565, -2.5442, -0.2059], [2.2225, 2.0350, -1.2640], [-1.0862, 2.2651, -4.3801], [0.8999, -1.1388, 3.3535], [1.0484, 0.2388, 1.0940], [-0.6480, -3.3566, -0.0606], [-2.5460, -0.3002, 1.4580], [-1.7479, 0.6525, -0.6446], [0.6092, -1.7235, -2.3586], [-1.8293, 2.8699, -0.1713], [-0.3041, 2.2583, 3.1528], [-0.1492, 4.4170, -0.3565], [-3.2534, -3.0354, 0.2653], [-0.4228, -3.7195, 0.7999], [-1.1474, 1.2970, -4.4869], [2.3778, -2.1385, 2.9020], [-0.8800, 1.5058, 3.2979], [1.2220, 3.2045, -0.4437], [0.1757, 3.4196, -0.6520], [-3.6515, -3.6376, -0.3659], [-0.2314, 2.4269, -3.9634], [0.1544, 3.3880, -2.0857], [-0.2416, -0.9426, -0.0974], [-0.9869, -1.5600, 1.9727], [-0.8339, 2.4692, -0.0036], [-0.7351, 1.0351, -0.5595], [-0.6242, 1.0769, 4.1126], [1.6881, -1.3491, 2.6312], [-0.4222, 1.0952, -1.6048], [-2.2991, -2.9434, 0.0095], [-2.4561, 0.6443, 1.5617], [3.8867, -1.7252, -0.7940]], "nbo_charge": [0.1963, 0.4968, 0.4904, 0.4817, -0.9844, -0.1773, -0.9548, 0.2087, 0.4744, 0.4990, 0.4961, -0.4804, -0.9892, 0.4799, 0.4838, 0.4729, -0.9551, 0.1847, -0.0889, -0.9501, -0.9757, 0.2163, -0.9832, 0.2115, 0.4718, 0.1746, -1.0074, 0.5002, 0.4783, 0.1733, -0.9476, 0.1657, -0.0541, 0.4728, 0.4814, -0.7546, 0.1801, 0.4912, -0.4387, -0.4462, 0.4819, 0.0268, 0.2325, 0.4974, 0.4928, 0.4743]}

---

Entry 6:
{"formula": "C6H29NO10", "method": "ωB97M-V/def2-TZVPD", "total_charge": 0, "homo_ev": -8.303, "smiles": "Cc1c[nH]cc1C.O.O.O.O.O.O.O.O.O.O", "homo_lumo_gap_ev": 8.437, "de_lowest_kcal_mol": 48.4, "lumo_ev": 0.134, "symbols": ["N", "H", "O", "H", "H", "H", "H", "O", "O", "H", "C", "H", "C", "H", "H", "H", "H", "H", "H", "H", "H", "O", "O", "C", "H", "C", "O", "O", "H", "H", "O", "H", "H", "H", "O", "C", "H", "O", "H", "H", "H", "H", "H", "H", "H", "C"], "positions_angstrom": [[0.0122, -0.7533, -1.3367], [-1.1602, 3.9128, 0.7806], [-2.8605, -0.4275, 2.2518], [0.7452, -2.1398, 2.6583], [-1.4810, 3.1737, -1.2892], [3.6294, -1.7022, -0.8498], [1.5188, 0.0138, -0.2318], [0.6063, -4.4089, 2.4752], [1.2169, 3.0877, -2.6846], [-3.6917, 1.4647, -0.8113], [0.2669, -1.2394, 2.2726], [-0.5846, -0.9906, 2.9077], [-0.0499, -1.3251, 0.8090], [-2.0440, 1.0282, 1.6920], [4.4206, 1.4218, 1.0286], [-2.5049, 0.5599, -0.9020], [4.7202, 2.5289, -1.4199], [-1.6268, -1.8932, -2.0299], [2.7997, -2.5638, -1.7792], [-1.9812, -3.5264, 1.5176], [-2.1651, -3.7980, -0.2716], [-1.6530, 1.8590, 1.3493], [-1.2008, 2.3095, -1.6787], [-0.9587, -1.6898, -1.2061], [-1.2387, 1.5238, 0.5444], [0.6145, -0.5403, -0.1164], [-1.5728, 4.3421, 0.0249], [3.4372, -1.8457, -1.7776], [-2.5189, 4.2616, 0.1795], [-2.4678, -1.2193, 1.8643], [3.8966, 2.9424, -1.6910], [0.9678, -0.4257, 2.4547], [0.3805, -0.3883, -2.1945], [-0.3961, 2.7115, -2.0829], [4.1086, 0.9290, 0.2621], [-2.0754, -3.0593, 0.5397], [0.3190, -4.3030, 1.5588], [-3.2916, 0.7159, -0.3616], [1.6830, 2.2439, -2.7083], [-3.6156, -0.2375, 1.6796], [3.1685, 1.1302, 0.2307], [1.2849, -5.0858, 2.3646], [1.7212, 3.5302, -1.9850], [3.7831, 2.7040, -2.6122], [-3.1295, -2.7571, 0.4513], [-1.0321, -2.0745, 0.1232]], "nbo_charge": [-0.4903, 0.5058, -0.9488, 0.2408, 0.4909, 0.4777, 0.1925, -0.9325, -0.9367, 0.4740, -0.6527, 0.2273, -0.0853, 0.4988, 0.4742, 0.4904, 0.4932, 0.2098, 0.4685, 0.2331, 0.2327, -1.0070, -1.0359, -0.0674, 0.4748, -0.0834, -0.9565, -0.9447, 0.4810, 0.4839, -0.9624, 0.2150, 0.4130, 0.4899, -0.9456, -0.6826, 0.4694, -0.9635, 0.4687, 0.4963, 0.4736, 0.4680, 0.4957, 0.4691, 0.2266, -0.1393]}

---

Number 1: electronic energy -3018.9851 Ha. Number 2: electronic energy -2788.0517 Ha. Number 3: electronic energy -806.3479 Ha. Number 4: electronic energy -847.2863 Ha. Number 5: electronic energy -1053.0934 Ha. Number 6: electronic energy -1053.1454 Ha.